[1]
A cluster of 2 separate species, C4H4N2O4 in total in a non-equilibrium geometry, computed with ωB97M-V/def2-TZVPD.

Values from the calculation:
relative energy (zero: lowest compared OMol25 entry of this formula, charge and spin): 547.4 kJ/mol
SMILES string: O=NO/C=C/[N+](=O)[O-].C#C
orbital gap: 9.247 eV
LUMO: -1.075 eV
E: -15373.7004 eV

Geometry as ORCA input:
```
! wB97M-V def2-TZVPD RIJCOSX def2/J DEFGRID3
* xyz 0 1
O -2.727 -2.587 -0.397
N -2.090 -1.698 -0.022
O -0.710 -1.785 -0.507
C 0.064 -0.805 -0.061
C 1.403 -0.929 -0.297
N 2.360 0.149 -0.038
O 1.994 1.102 0.596
O 3.496 0.032 -0.442
H -0.259 0.184 0.330
H 1.960 -1.856 -0.699
C -0.866 2.283 0.254
C -1.861 1.727 0.521
H 0.138 2.667 -0.116
H -2.900 1.515 0.878
*
```

[2]
A cluster of 2 separate species, C4H4N2O5 in total in a non-equilibrium geometry, computed with ωB97M-V/def2-TZVPD.

Values from the calculation:
relative energy (zero: lowest compared OMol25 entry of this formula, charge and spin): 132.3 kJ/mol
SMILES string: O=C1C=CC(O)=N1.O=[N+]([O-])O
orbital gap: 9.593 eV
LUMO: -1.229 eV
E: -17425.5515 eV

Geometry as ORCA input:
```
! wB97M-V def2-TZVPD RIJCOSX def2/J DEFGRID3
* xyz 0 1
O 0.434 -2.670 0.037
C 0.772 -1.519 0.054
C 2.245 -1.086 -0.245
C 2.169 0.252 -0.342
C 0.797 0.659 -0.116
O 0.403 1.837 -0.101
N 0.080 -0.356 0.185
H 3.150 -1.677 -0.439
H 2.855 1.055 -0.640
H -0.605 1.865 0.074
O -3.776 0.691 -0.315
N -2.773 0.612 0.263
O -1.917 1.482 0.490
O -2.465 -0.562 0.616
H -1.369 -0.584 0.481
*
```

[3]
An isolated molecule of C4H4N2OS in a non-equilibrium geometry, computed with ωB97M-V/def2-TZVPD.

Values from the calculation:
relative energy (zero: lowest compared OMol25 entry of this formula, charge and spin): 347.6 kJ/mol
SMILES string: CO/N=C/C(=S)C#N
orbital gap: 7.665 eV
LUMO: -1.869 eV
E: -20072.1271 eV

Geometry as ORCA input:
```
! wB97M-V def2-TZVPD RIJCOSX def2/J DEFGRID3
* xyz 0 1
C -2.430 0.167 0.027
O -1.297 -0.753 -0.086
N -0.165 -0.113 -0.070
C 0.843 -0.874 -0.041
C 2.129 -0.158 -0.022
S 3.635 -0.950 -0.021
C 2.132 1.247 0.033
N 2.370 2.377 -0.062
H -2.192 0.753 0.910
H -3.339 -0.494 0.139
H -2.502 0.779 -0.897
H 0.816 -1.981 0.090
*
```

Q: Which of these has the highest LUMO?
A: C4H4N2O4